No. 1
{"formula": "C14H21N2", "method": "ωB97M-V/def2-TZVPD", "total_charge": 1, "gap_ev": 9.608, "smiles": "CN[N+](C)(C)[C@@]1(c2ccccc2)C=CCC1", "e_above_lowest_kj_mol": 379.4, "homo_ev": -12.30, "elements": ["C", "N", "N", "C", "C", "C", "C", "C", "C", "C", "C", "C", "C", "C", "C", "C", "H", "H", "H", "H", "H", "H", "H", "H", "H", "H", "H", "H", "H", "H", "H", "H", "H", "H", "H", "H", "H"], "coordinates": [[0.123, -0.891, -3.174], [-0.048, -1.036, -1.693], [-0.532, 0.168, -1.079], [-2.004, 0.343, -1.351], [0.140, 1.398, -1.706], [-0.424, 0.028, 0.644], [1.032, -0.010, 1.042], [1.711, 1.214, 1.330], [3.126, 1.176, 1.481], [3.825, -0.037, 1.571], [3.085, -1.231, 1.476], [1.687, -1.215, 1.238], [-1.157, 1.215, 1.198], [-2.366, 0.894, 1.721], [-2.625, -0.613, 1.661], [-1.290, -1.201, 1.133], [0.783, -1.688, -3.521], [-0.793, -1.004, -3.786], [0.636, 0.049, -3.441], [-0.753, -1.823, -1.534], [-2.305, 1.398, -1.329], [-2.284, 0.008, -2.370], [-2.625, -0.264, -0.680], [-0.167, 1.555, -2.769], [-0.038, 2.265, -1.079], [1.181, 1.091, -1.648], [1.204, 2.146, 1.340], [3.629, 2.137, 1.572], [4.882, -0.023, 1.818], [3.608, -2.167, 1.623], [1.194, -2.171, 1.097], [-0.725, 2.227, 1.274], [-3.209, 1.609, 2.016], [-3.537, -0.943, 1.096], [-2.737, -0.982, 2.694], [-0.864, -1.832, 1.899], [-1.364, -1.791, 0.238]]}



No. 2
{"formula": "C14H21NO3", "method": "ωB97M-V/def2-TZVPD", "gap_ev": 10.038, "smiles": "CCCCCOC(=O)NC[C@@H](O)c1ccccc1", "e_above_lowest_kj_mol": 50.0, "homo_ev": -9.23, "elements": ["C", "C", "C", "C", "C", "O", "C", "O", "N", "C", "C", "O", "C", "C", "C", "C", "C", "C", "H", "H", "H", "H", "H", "H", "H", "H", "H", "H", "H", "H", "H", "H", "H", "H", "H", "H", "H", "H", "H"], "coordinates": [[-5.816, -1.201, -1.072], [-4.302, -1.103, -0.926], [-3.902, -0.105, 0.159], [-2.387, -0.007, 0.308], [-1.995, 0.995, 1.392], [-0.585, 1.011, 1.604], [0.137, 1.766, 0.746], [-0.326, 2.434, -0.144], [1.454, 1.701, 1.067], [2.454, 2.196, 0.156], [2.746, 1.206, -1.004], [3.759, 1.716, -1.839], [3.182, -0.119, -0.430], [2.239, -1.097, -0.142], [2.628, -2.291, 0.439], [3.962, -2.520, 0.730], [4.906, -1.550, 0.437], [4.518, -0.352, -0.134], [-6.269, -1.527, -0.138], [-6.236, -0.233, -1.336], [-6.080, -1.914, -1.849], [-3.865, -0.794, -1.877], [-3.897, -2.086, -0.678], [-4.341, -0.411, 1.112], [-4.303, 0.880, -0.090], [-1.974, -0.985, 0.566], [-1.944, 0.313, -0.637], [-2.424, 0.716, 2.356], [-2.328, 2.000, 1.113], [1.724, 0.980, 1.718], [3.377, 2.386, 0.707], [2.078, 3.135, -0.262], [1.812, 1.066, -1.570], [3.450, 2.540, -2.230], [1.198, -0.925, -0.377], [1.888, -3.047, 0.661], [4.266, -3.455, 1.179], [5.949, -1.727, 0.657], [5.246, 0.408, -0.372]]}



No. 3
{"formula": "C14H21NO3", "method": "ωB97M-V/def2-TZVPD", "gap_ev": 8.322, "smiles": "COc1ccc(OC[C@H](O)CN2CCCC2)cc1", "e_above_lowest_kj_mol": 1291.4, "homo_ev": -7.65, "elements": ["C", "O", "C", "C", "C", "C", "O", "C", "C", "O", "C", "N", "C", "C", "C", "C", "C", "C", "H", "H", "H", "H", "H", "H", "H", "H", "H", "H", "H", "H", "H", "H", "H", "H", "H", "H", "H", "H", "H"], "coordinates": [[4.909, 1.472, -0.903], [4.664, 0.908, 0.177], [3.502, -0.079, 0.154], [3.183, -0.872, 1.231], [2.052, -1.665, 1.520], [1.216, -1.975, 0.522], [0.211, -2.674, 0.459], [-0.744, -3.069, -0.445], [-1.883, -1.819, 0.034], [-3.052, -2.341, -0.847], [-1.537, -0.614, -0.311], [-2.791, 0.313, -0.037], [-2.673, 1.715, -0.942], [-1.941, 2.660, 0.021], [-2.029, 2.244, 1.414], [-2.766, 0.850, 1.251], [1.578, -1.190, -0.963], [2.604, -0.292, -1.023], [5.876, 2.078, -0.744], [4.049, 2.136, -1.084], [5.117, 0.804, -1.756], [3.803, -0.478, 2.070], [1.924, -1.880, 2.432], [-1.177, -4.027, -0.214], [-0.500, -2.845, -1.374], [-2.068, -1.938, 1.100], [-3.715, -1.599, -0.601], [-1.335, -0.300, -1.482], [-0.723, -0.140, 0.071], [-3.895, 1.916, -0.795], [-2.403, 1.412, -1.829], [-0.926, 2.563, -0.533], [-2.388, 3.728, -0.070], [-1.102, 1.980, 1.954], [-2.523, 3.029, 1.753], [-3.893, 0.850, 1.465], [-2.470, 0.222, 1.922], [0.958, -1.196, -1.711], [2.889, 0.111, -1.887]]}



No. 4
{"formula": "C14H22AgIN3O", "method": "ωB97M-V/def2-TZVPD", "total_charge": 1, "gap_ev": 4.634, "e_above_lowest_kj_mol": 0.0, "homo_ev": -11.25, "elements": ["C", "C", "N", "C", "C", "C", "C", "N", "C", "C", "C", "I", "C", "C", "C", "N", "C", "C", "O", "H", "H", "H", "H", "H", "H", "H", "H", "H", "H", "H", "H", "H", "H", "H", "H", "H", "H", "H", "H", "H", "H", "Ag"], "coordinates": [[3.907, -0.326, -0.248], [2.752, 0.461, 0.353], [1.906, 1.001, -0.693], [1.178, 0.040, -1.515], [0.448, -1.084, -0.809], [-0.941, -0.821, -0.207], [-0.857, -0.061, 1.025], [-0.874, 0.497, 2.053], [-1.957, -0.248, -1.206], [-2.964, 0.748, -0.610], [-2.441, 2.165, -0.593], [-3.830, 3.379, 0.529], [-1.463, -2.219, 0.252], [-0.640, -2.806, 1.415], [-2.832, -2.180, 0.707], [-3.924, -2.160, 1.119], [1.209, 2.181, -0.382], [1.199, 2.743, 1.017], [0.640, 2.792, -1.262], [4.602, -0.635, 0.515], [3.581, -1.158, -0.855], [4.443, 0.358, -0.887], [3.205, 1.269, 0.896], [2.214, -0.141, 1.103], [1.902, -0.441, -2.159], [0.548, 0.598, -2.183], [0.286, -1.849, -1.559], [1.091, -1.552, -0.076], [-1.489, 0.254, -2.041], [-2.536, -1.055, -1.627], [-3.812, 0.727, -1.280], [-3.345, 0.429, 0.346], [-2.348, 2.597, -1.571], [-1.526, 2.229, -0.035], [-1.423, -2.850, -0.622], [0.244, -2.163, 1.660], [-0.384, -3.845, 1.236], [-1.234, -2.819, 2.311], [1.923, 3.547, 1.046], [0.236, 3.178, 1.199], [1.432, 2.025, 1.785], [1.868, -2.802, 1.851]]}



No. 5
{"formula": "C14H22AsEuN2OS", "method": "ωB97M-V/def2-TZVPD", "gap_ev": [7.670, 8.085], "spin_multiplicity": 7, "e_above_lowest_kj_mol": 0.0, "homo_ev": [-7.72, -7.75], "elements": ["Eu", "C", "N", "C", "C", "C", "C", "C", "C", "C", "C", "H", "H", "H", "H", "H", "H", "H", "H", "H", "H", "H", "H", "C", "As", "C", "C", "O", "H", "H", "H", "H", "H", "H", "H", "H", "H", "S", "C", "N", "C", "H"], "coordinates": [[-0.319, 0.462, 0.570], [3.076, -0.325, 0.847], [2.080, 0.017, -0.169], [2.526, 1.181, -0.934], [1.856, -1.135, -1.067], [1.160, -2.276, -0.351], [1.613, -3.572, -0.575], [0.979, -4.650, 0.034], [-0.100, -4.412, 0.872], [-0.529, -3.103, 1.086], [0.071, -1.982, 0.495], [4.031, -0.578, 0.365], [2.730, -1.180, 1.423], [3.210, 0.522, 1.515], [3.451, 0.966, -1.487], [2.711, 2.011, -0.252], [1.755, 1.462, -1.650], [2.818, -1.475, -1.478], [1.243, -0.781, -1.897], [2.466, -3.749, -1.225], [1.332, -5.661, -0.139], [-0.599, -5.245, 1.357], [-1.374, -2.963, 1.757], [-0.210, 3.582, 1.328], [-1.524, 2.382, -1.396], [-2.239, 2.433, -3.196], [-3.239, 1.888, -0.561], [-0.758, 0.784, -1.425], [-0.954, 4.345, 1.138], [0.678, 3.594, 0.706], [-1.197, 2.805, 2.988], [-2.913, 3.287, -3.270], [-2.775, 1.513, -3.427], [-1.412, 2.563, -3.891], [-4.021, 2.539, -0.955], [-3.219, 2.005, 0.522], [-3.466, 0.854, -0.823], [0.852, 1.482, 2.745], [-0.324, 2.724, 2.343], [-3.199, -0.794, 2.711], [-2.420, -0.208, 2.094], [-3.847, -1.311, 3.270]]}



No. 6
{"formula": "C14H22Cl17O9", "method": "ωB97M-V/def2-TZVPD", "total_charge": -1, "gap_ev": 7.532, "homo_ev": -6.97, "elements": ["Cl", "O", "O", "O", "O", "C", "C", "C", "O", "C", "C", "C", "O", "O", "O", "H", "H", "H", "H", "O", "H", "H", "C", "Cl", "Cl", "H", "H", "C", "Cl", "Cl", "H", "H", "C", "Cl", "Cl", "H", "H", "C", "Cl", "Cl", "H", "H", "C", "Cl", "Cl", "H", "H", "C", "Cl", "Cl", "H", "H", "C", "Cl", "Cl", "H", "H", "C", "Cl", "Cl", "H", "H"], "coordinates": [[-0.246, -0.794, -0.686], [-0.924, -0.821, -1.949], [0.237, 0.545, -0.482], [-1.259, -1.001, 0.330], [0.806, -1.787, -0.567], [0.425, 3.086, 2.012], [-0.435, 2.133, 1.653], [-1.491, 2.346, 0.616], [-2.363, 1.554, 0.309], [-1.537, 3.699, 0.057], [-0.743, 4.683, 0.513], [0.284, 4.497, 1.590], [0.930, 5.380, 2.111], [-0.946, 5.991, 0.247], [-0.382, 0.882, 2.143], [1.193, 2.924, 2.756], [-2.248, 4.027, -0.689], [-0.399, 6.570, 0.794], [-0.974, 0.287, 1.659], [1.299, -2.189, -3.895], [0.870, -2.094, -3.035], [1.480, -3.130, -3.972], [1.945, 0.933, 2.534], [2.881, 2.004, 1.457], [2.933, 0.324, 3.890], [1.202, 1.572, 3.000], [1.409, 0.195, 1.943], [-1.495, -4.563, -0.682], [-0.415, -5.979, -0.717], [-2.656, -4.623, -2.055], [-2.038, -4.640, 0.253], [-0.935, -3.635, -0.726], [3.132, 0.534, -2.696], [3.740, 2.139, -2.194], [4.382, -0.417, -3.441], [2.727, -0.078, -1.889], [2.233, 0.595, -3.309], [4.103, -1.593, 0.747], [4.279, -3.287, 0.239], [5.617, -0.726, 0.468], [3.444, -1.167, -0.004], [3.699, -1.544, 1.753], [-0.020, -2.911, 3.167], [1.240, -3.500, 4.217], [-1.322, -4.042, 2.801], [-0.417, -1.998, 3.603], [0.418, -2.636, 2.210], [-3.537, -0.794, -2.233], [-4.359, -2.063, -1.386], [-4.639, 0.478, -2.837], [-2.793, -0.362, -1.571], [-3.090, -1.242, -3.115], [-3.168, -1.711, 2.023], [-3.492, -3.425, 2.090], [-2.366, -1.132, 3.496], [-2.633, -1.471, 1.108], [-4.136, -1.220, 2.050], [0.193, 3.112, -3.039], [1.019, 3.008, -4.595], [-1.425, 2.387, -3.002], [0.710, 2.531, -2.280], [0.052, 4.160, -2.796]]}



Number 1: DFT total energy -17829.78310 eV. Number 2: DFT total energy -22492.33317 eV. Number 3: DFT total energy -22479.46612 eV. Number 4: DFT total energy -33482.98808 eV. Number 5: DFT total energy -110903.05019 eV. Number 6: DFT total energy -246175.43220 eV.